Computed, not measured: a cluster of 23 separate species, C46H138O23S23 in total at a distorted geometry, with ωB97M-V/def2-TZVPD.

**E_HOMO**: -8.3538 eV
**Gap between HOMO and LUMO**: 8.31 eV
**E_tot**: -12723.5058 hartree
**Total charge**: 0

Each line ends with the Löwdin charge.
Atoms and positions in Å:
C (3.402, 2.663, -0.891)  -0.258
S (2.311, 3.944, -0.343)  0.797
O (1.286, 3.347, 0.536)  -0.546
C (3.464, 4.789, 0.765)  -0.232
H (4.245, 3.138, -1.361)  0.048
H (2.763, 2.089, -1.557)  0.029
H (3.667, 1.992, -0.078)  0.034
H (2.856, 5.615, 1.073)  -0.011
H (4.384, 4.998, 0.221)  0.061
H (3.518, 4.131, 1.624)  0.025
C (-1.797, -3.687, -5.176)  -0.233
S (-3.009, -2.876, -6.268)  0.820
O (-2.535, -2.947, -7.678)  -0.546
C (-2.626, -1.261, -5.663)  -0.296
H (-1.960, -4.762, -5.040)  0.029
H (-1.773, -3.276, -4.170)  0.036
H (-0.857, -3.528, -5.710)  0.026
H (-3.056, -1.256, -4.650)  0.018
H (-3.098, -0.500, -6.280)  0.062
H (-1.578, -0.981, -5.747)  0.039
C (-6.277, 0.648, -2.291)  -0.270
S (-5.203, -0.097, -3.381)  0.785
O (-4.068, -0.578, -2.553)  -0.560
C (-6.008, -1.575, -3.728)  -0.267
H (-6.533, -0.016, -1.491)  0.057
H (-7.144, 0.940, -2.900)  0.075
H (-5.776, 1.560, -1.937)  0.064
H (-6.213, -2.048, -2.761)  0.056
H (-5.365, -2.327, -4.231)  0.060
H (-6.969, -1.460, -4.267)  0.079
C (-1.162, 1.019, 6.358)  -0.309
S (-2.706, 0.560, 7.074)  0.835
O (-2.523, 0.469, 8.618)  -0.557
C (-3.375, 2.214, 6.874)  -0.280
H (-1.316, 1.200, 5.298)  0.046
H (-0.401, 0.242, 6.464)  0.030
H (-0.808, 1.991, 6.779)  0.068
H (-3.498, 2.411, 5.799)  0.045
H (-2.728, 3.018, 7.260)  0.064
H (-4.332, 2.222, 7.372)  0.047
C (1.360, 3.268, -8.668)  -0.263
S (0.759, 2.984, -7.048)  0.769
O (-0.732, 3.144, -7.161)  -0.541
C (0.936, 1.256, -6.947)  -0.268
H (2.379, 2.914, -8.777)  0.060
H (1.205, 4.364, -8.832)  0.077
H (0.693, 2.673, -9.267)  0.050
H (0.562, 0.968, -5.979)  0.010
H (1.980, 0.964, -7.103)  0.074
H (0.292, 0.839, -7.742)  0.064
C (0.058, -3.765, 2.317)  -0.263
S (-0.515, -5.411, 2.755)  0.809
O (-1.310, -5.819, 1.550)  -0.575
C (1.048, -6.274, 2.575)  -0.259
H (0.837, -3.334, 2.979)  0.065
H (-0.769, -3.089, 2.332)  -0.005
H (0.460, -3.808, 1.298)  0.045
H (1.655, -6.103, 3.476)  0.058
H (1.570, -5.958, 1.625)  0.065
H (0.816, -7.340, 2.545)  0.053
C (-2.141, 3.974, 1.367)  -0.250
S (-3.696, 3.123, 1.065)  0.765
O (-4.451, 3.909, 0.063)  -0.566
C (-3.220, 1.665, 0.184)  -0.258
H (-1.724, 3.436, 2.263)  0.065
H (-2.306, 5.048, 1.483)  0.045
H (-1.556, 3.825, 0.465)  0.017
H (-4.132, 1.244, -0.267)  0.037
H (-2.708, 0.907, 0.791)  0.037
H (-2.485, 1.951, -0.570)  0.027
C (-1.882, -2.529, -1.167)  -0.240
S (-2.796, -2.710, 0.370)  0.827
O (-2.562, -1.484, 1.208)  -0.554
C (-4.427, -2.571, -0.324)  -0.254
H (-2.177, -3.268, -1.921)  0.037
H (-0.841, -2.746, -0.912)  0.028
H (-2.066, -1.504, -1.492)  0.042
H (-4.732, -3.392, -0.953)  0.059
H (-4.592, -1.624, -0.881)  0.031
H (-5.053, -2.495, 0.542)  0.011
C (-5.515, 0.328, 3.836)  -0.277
S (-6.284, -0.188, 2.311)  0.780
O (-6.617, -1.652, 2.343)  -0.555
C (-7.868, 0.628, 2.596)  -0.254
H (-6.062, -0.165, 4.650)  0.073
H (-5.576, 1.428, 3.914)  0.058
H (-4.433, 0.099, 3.749)  0.043
H (-8.209, 0.282, 3.578)  0.060
H (-8.520, 0.364, 1.778)  0.042
H (-7.716, 1.735, 2.530)  0.071
C (-0.769, 6.219, -1.295)  -0.227
S (-0.170, 7.008, 0.276)  0.802
O (1.277, 6.886, 0.294)  -0.547
C (-0.434, 8.661, -0.385)  -0.262
H (-0.638, 5.183, -1.074)  -0.007
H (-0.095, 6.533, -2.091)  0.046
H (-1.797, 6.515, -1.548)  0.068
H (-0.076, 9.411, 0.317)  0.049
H (-1.499, 8.852, -0.549)  0.058
H (0.128, 8.740, -1.308)  0.052
C (2.496, 1.853, 4.823)  -0.262
S (3.102, 0.203, 5.292)  0.791
O (4.554, 0.118, 5.299)  -0.534
C (2.715, 0.548, 7.032)  -0.261
H (1.430, 1.866, 4.973)  0.027
H (2.747, 2.024, 3.775)  0.033
H (2.855, 2.689, 5.433)  0.061
H (1.650, 0.804, 7.187)  0.043
H (3.309, 1.438, 7.251)  0.056
H (2.994, -0.250, 7.677)  0.029
C (1.908, -2.795, -3.598)  -0.248
S (1.805, -1.287, -4.528)  0.799
O (0.487, -0.693, -4.236)  -0.550
C (3.056, -0.424, -3.587)  -0.231
H (2.765, -3.445, -3.840)  0.076
H (0.981, -3.343, -3.819)  0.040
H (1.960, -2.624, -2.527)  0.040
H (4.018, -0.919, -3.732)  0.069
H (2.873, -0.564, -2.555)  0.014
H (3.110, 0.618, -3.918)  0.059
C (-3.153, -2.679, 4.194)  -0.294
S (-3.658, -3.919, 5.273)  0.767
O (-4.016, -3.274, 6.559)  -0.532
C (-5.130, -4.350, 4.389)  -0.260
H (-2.295, -2.155, 4.672)  0.060
H (-3.893, -1.957, 3.878)  0.032
H (-2.870, -3.253, 3.302)  0.028
H (-5.616, -5.230, 4.887)  0.070
H (-4.939, -4.594, 3.351)  0.056
H (-5.866, -3.542, 4.489)  0.057
C (3.908, -1.944, 2.625)  -0.277
S (5.354, -2.110, 1.657)  0.815
O (5.662, -3.574, 1.687)  -0.568
C (4.784, -1.806, 0.027)  -0.288
H (3.603, -0.912, 2.774)  0.013
H (4.258, -2.378, 3.581)  0.072
H (3.069, -2.462, 2.174)  0.043
H (5.648, -2.005, -0.643)  0.066
H (4.400, -0.750, -0.072)  0.051
H (3.965, -2.425, -0.280)  0.023
C (5.551, 1.500, 2.234)  -0.263
S (6.749, 2.870, 2.425)  0.839
O (6.306, 3.912, 1.455)  -0.549
C (6.212, 3.345, 4.025)  -0.281
H (4.556, 1.964, 2.301)  0.040
H (5.673, 0.613, 2.861)  0.030
H (5.649, 1.140, 1.197)  0.038
H (6.094, 2.477, 4.661)  0.044
H (5.243, 3.795, 4.036)  0.042
H (6.924, 4.022, 4.527)  0.064
C (-1.627, 1.686, -4.157)  -0.260
S (-1.158, 3.265, -3.495)  0.830
O (-0.960, 2.977, -1.997)  -0.564
C (-2.656, 4.147, -3.627)  -0.257
H (-0.745, 1.032, -4.059)  0.022
H (-1.837, 1.723, -5.210)  0.038
H (-2.451, 1.258, -3.540)  0.058
H (-2.984, 4.096, -4.675)  0.069
H (-2.410, 5.221, -3.429)  0.048
H (-3.328, 3.769, -2.843)  0.065
C (5.721, -5.045, -1.065)  -0.247
S (4.213, -5.492, -0.198)  0.765
O (3.311, -6.021, -1.236)  -0.551
C (4.726, -6.877, 0.759)  -0.256
H (6.120, -5.956, -1.487)  0.049
H (6.420, -4.562, -0.390)  0.037
H (5.323, -4.395, -1.891)  0.064
H (5.020, -7.681, 0.110)  0.053
H (3.814, -7.313, 1.150)  0.038
H (5.419, -6.718, 1.557)  0.058
C (2.007, 5.515, -4.080)  -0.302
S (3.670, 5.095, -4.217)  0.802
O (3.856, 3.614, -3.887)  -0.555
C (3.878, 5.136, -5.948)  -0.280
H (1.900, 6.608, -4.256)  0.079
H (1.762, 5.252, -3.022)  0.034
H (1.468, 4.802, -4.753)  0.037
H (3.181, 4.400, -6.400)  0.029
H (4.821, 4.736, -6.260)  0.053
H (3.682, 6.173, -6.227)  0.061
C (1.621, -3.961, -7.349)  -0.275
S (2.129, -2.582, -8.292)  0.769
O (2.755, -3.162, -9.535)  -0.553
C (0.596, -1.908, -8.808)  -0.279
H (1.009, -3.649, -6.487)  0.023
H (2.591, -4.390, -7.036)  0.064
H (1.167, -4.751, -7.922)  0.067
H (0.028, -2.709, -9.271)  0.065
H (0.749, -0.963, -9.378)  0.068
H (0.082, -1.598, -7.898)  0.025
C (-0.387, -3.499, 6.436)  -0.254
S (1.060, -3.162, 7.480)  0.820
O (1.077, -1.679, 7.633)  -0.569
C (0.744, -3.781, 9.092)  -0.283
H (-1.284, -3.188, 6.970)  0.042
H (-0.499, -4.597, 6.287)  0.067
H (-0.412, -2.933, 5.538)  0.018
H (1.644, -3.680, 9.763)  0.078
H (0.585, -4.860, 9.026)  0.050
H (-0.110, -3.301, 9.598)  0.072
C (-2.580, -6.422, -1.519)  -0.271
S (-1.128, -6.884, -2.381)  0.798
O (-1.374, -6.507, -3.775)  -0.547
C (-0.019, -5.731, -1.706)  -0.265
H (-2.639, -5.332, -1.575)  0.024
H (-2.502, -6.744, -0.427)  0.072
H (-3.485, -6.833, -1.962)  0.059
H (-0.167, -4.817, -2.285)  0.034
H (1.030, -5.997, -1.914)  0.042
H (-0.312, -5.566, -0.667)  0.035
C (1.377, 7.313, 3.466)  -0.271
S (1.001, 5.591, 3.468)  0.799
O (2.313, 4.868, 3.547)  -0.540
C (0.340, 5.407, 5.121)  -0.252
H (0.493, 7.897, 3.231)  0.048
H (2.080, 7.454, 2.671)  0.036
H (1.751, 7.633, 4.463)  0.075
H (-0.080, 4.420, 5.188)  0.024
H (-0.414, 6.137, 5.392)  0.055
H (1.218, 5.497, 5.780)  0.067
C (0.310, 0.509, -0.717)  -0.272
S (1.382, -0.392, 0.317)  0.808
O (1.210, -1.840, -0.050)  -0.554
C (0.488, -0.052, 1.846)  -0.229
H (0.147, 1.557, -0.448)  0.031
H (-0.629, -0.039, -0.710)  0.043
H (0.729, 0.426, -1.719)  0.038
H (1.078, -0.499, 2.662)  0.032
H (-0.542, -0.434, 1.883)  0.042
H (0.574, 1.027, 1.982)  0.045

***

Computed, not measured: a structure of composition C46H30ClN4O2Zr, with ωB97M-V/def2-TZVPD.

**E_HOMO (alpha / beta)**: -9.6554 / -9.6546 eV
**Gap between HOMO and LUMO (alpha / beta)**: 4.88 / 4.88 eV
**E_tot**: -2647.6325 hartree
**Total charge**: +1

Each line ends with the Löwdin charge.
Atoms and positions in Å:
Zr (0.994, -0.432, -0.453)  1.974
C (3.338, -2.647, -3.442)  -0.080
C (3.213, -3.448, -2.308)  -0.057
C (3.212, -2.891, -1.050)  -0.036
C (3.347, -1.496, -0.868)  -0.281
C (3.505, -0.704, -2.026)  -0.062
C (3.493, -1.281, -3.291)  -0.064
C (3.412, -0.944, 0.491)  -0.125
C (3.428, 0.472, 0.717)  -0.244
C (4.117, 1.372, 1.605)  0.039
C (3.619, 2.610, 1.351)  0.050
C (2.548, 2.465, 0.386)  -0.210
C (1.573, 3.336, 0.010)  -0.034
C (1.689, 4.774, 0.330)  -0.194
C (2.845, 5.470, -0.023)  -0.030
C (2.976, 6.814, 0.291)  -0.063
C (1.958, 7.471, 0.966)  -0.068
C (0.805, 6.784, 1.322)  -0.062
C (0.666, 5.444, 1.001)  -0.030
C (0.377, 2.850, -0.638)  -0.194
N (-0.065, 1.564, -0.602)  0.003
C (-1.313, 1.579, -1.207)  -0.243
C (-2.238, 0.542, -1.147)  -0.037
C (-3.461, 0.690, -1.976)  -0.203
C (-3.321, 0.718, -3.363)  -0.030
C (-4.439, 0.850, -4.173)  -0.059
C (-5.697, 0.980, -3.604)  -0.068
C (-5.838, 0.976, -2.223)  -0.060
C (-4.726, 0.826, -1.409)  -0.035
C (-2.121, -0.588, -0.306)  -0.235
C (-3.161, -1.502, -0.015)  0.024
C (-2.711, -2.303, 1.005)  0.019
C (-1.384, -1.913, 1.278)  -0.210
N (-1.012, -0.872, 0.472)  -0.002
C (-0.576, -2.520, 2.307)  -0.022
C (0.780, -2.389, 2.320)  -0.206
C (1.778, -2.705, 3.309)  0.046
C (2.975, -2.223, 2.856)  0.032
C (2.715, -1.665, 1.564)  -0.236
N (1.421, -1.750, 1.277)  -0.017
C (-1.255, -3.289, 3.373)  -0.200
C (-0.915, -4.623, 3.583)  -0.025
C (-1.546, -5.351, 4.582)  -0.063
C (-2.504, -4.746, 5.381)  -0.068
C (-2.841, -3.414, 5.178)  -0.062
C (-2.227, -2.688, 4.171)  -0.026
C (-1.601, 2.889, -1.681)  0.041
C (-0.558, 3.684, -1.304)  0.014
N (2.492, 1.134, 0.027)  -0.041
H (3.330, -3.091, -4.427)  0.106
H (3.112, -4.520, -2.412)  0.118
H (3.115, -3.530, -0.182)  0.127
H (3.692, 0.356, -1.935)  0.116
H (3.615, -0.647, -4.159)  0.118
H (4.913, 1.105, 2.281)  0.119
H (3.920, 3.542, 1.803)  0.125
H (3.630, 4.958, -0.566)  0.122
H (3.871, 7.349, 0.003)  0.110
H (2.061, 8.520, 1.212)  0.109
H (0.012, 7.294, 1.853)  0.110
H (-0.230, 4.908, 1.285)  0.123
H (-2.332, 0.634, -3.799)  0.123
H (-4.325, 0.860, -5.249)  0.111
H (-6.568, 1.092, -4.236)  0.110
H (-6.816, 1.096, -1.777)  0.111
H (-4.833, 0.838, -0.332)  0.124
H (-4.126, -1.530, -0.489)  0.116
H (-3.243, -3.091, 1.511)  0.125
H (1.588, -3.223, 4.236)  0.124
H (3.937, -2.287, 3.338)  0.116
H (-0.168, -5.090, 2.953)  0.124
H (-1.288, -6.391, 4.734)  0.110
H (-2.992, -5.313, 6.163)  0.109
H (-3.586, -2.942, 5.805)  0.110
H (-2.492, -1.651, 4.004)  0.125
H (-2.506, 3.183, -2.186)  0.127
H (-0.443, 4.744, -1.460)  0.123
Cl (0.102, -2.304, -5.104)  0.629
C (-0.757, -2.464, -3.559)  -0.463
C (0.018, -1.820, -2.444)  -0.687
O (0.292, -0.567, -2.491)  -0.147
O (0.353, -2.461, -1.425)  -0.049
H (-0.912, -3.515, -3.339)  0.092
H (-1.713, -1.952, -3.658)  0.078